*a*
# C7H17N

2 unconnected molecules or ions with the total composition C7H17N (ωB97M-V with the def2-TZVPD basis set, the Open Molecules 2025 dataset).

The geometry in XYZ format:
```
25
Properties=species:S:1:pos:R:3
C -0.3888 -2.0792 -0.5407
C -0.4585 -1.3556 0.8457
C 0.8081 -1.7697 1.6620
N -0.9921 0.0347 0.8959
C 0.1593 0.5954 0.3709
C 0.2325 1.5186 -0.8286
C 1.5891 1.3699 -1.5290
C -0.9326 1.2794 -1.7953
H -0.4053 -3.1576 -0.3856
H 0.5153 -1.7861 -1.0853
H -1.2965 -1.8731 -1.1350
H -1.2251 -1.9875 1.3153
H 0.8241 -1.2385 2.6080
H 0.7674 -2.8567 1.9003
H 1.7303 -1.5398 1.1256
H 0.9531 0.8806 1.1097
H -2.1989 2.2077 3.3951
H -2.1274 1.5616 3.7587
H 0.2000 2.5569 -0.4596
H 1.7098 0.3414 -1.8983
H 1.6881 2.0441 -2.3953
H 2.4365 1.5749 -0.8572
H -0.8569 0.2889 -2.2503
H -1.8563 1.3643 -1.2234
H -0.8752 2.0254 -2.6036
```

As for the spin multiplicity: 2. The frontier orbital gap (spin up / spin down) is 0.1877 / 0.2215 Eh. The charge is -1. The value obtained for the LUMO energy (spin up / spin down) is 0.156 / 0.152 Ha. The HOMO energy (spin up / spin down) comes out at -0.87 / -1.88 eV. As for the expectation value of S²: 0.755.

***

*b*
# C7H17N

2 unconnected molecules or ions with the total composition C7H17N (ωB97M-V with the def2-TZVPD basis set, the Open Molecules 2025 dataset).

The geometry in XYZ format:
```
25
Properties=species:S:1:pos:R:3
C -1.4315 -1.5151 2.0590
C -2.4283 -1.4980 3.5796
C -0.3732 -0.5239 2.3587
N 0.7497 1.5233 -2.2440
C 0.4011 2.5889 -1.3724
C 0.7706 -0.0788 -0.3335
C 1.3492 0.3432 -1.6822
C 1.2514 -0.6280 -2.9295
H -1.0548 -2.5641 1.9436
H -2.1308 -1.5549 1.1952
H -2.4287 -0.4285 3.7399
H -3.3546 -2.1095 3.5905
H -1.5621 -1.8802 4.1297
H -0.7574 0.4689 2.4942
H 0.4750 -0.9127 2.8747
H -0.3700 2.3864 -0.5798
H -0.1912 3.3176 -2.0189
H 1.2519 3.1465 -0.9498
H 0.7729 0.7418 0.4474
H 1.1449 -1.0318 0.0614
H -0.3087 -0.2302 -0.3552
H 2.4719 0.5403 -1.5233
H 1.2900 -0.0705 -3.8674
H 0.2608 -0.9928 -2.9132
H 1.8577 -1.5466 -2.8651
```

As for the spin multiplicity: 2. The frontier orbital gap (spin up / spin down) is 0.1628 / 0.1415 Eh. The charge is -1. The value obtained for the LUMO energy (spin up / spin down) is 0.123 / 0.104 Ha. The HOMO energy (spin up / spin down) comes out at -1.08 / -1.03 eV. As for the expectation value of S²: 0.756.

***

Result of the stability comparison: *b* is the least stable of them.